Entry 1:
Entry from the Open Molecules 2025 dataset: a structure of composition C25H44N3PTi in a non-equilibrium geometry (wB97M-V/def2-TZVPD).

The strongest force on any atom is 0.11587 Eh/bohr. Its total energy is -63496.568 eV. Its spin multiplicity is 1. For the energy relative to the best compared isomer or geometry (same formula, charge and spin), the calculation gives 13.2 kJ/mol. The net charge is +2.

Last column: Mulliken charge in e.
Geometry (Å):
C 0.83615 -2.72856 -0.63742  -0.982
C 2.38962 -1.12437 1.34025  -1.004
H -0.23778 -2.49052 -0.75358  -0.151
H 1.00314 -3.21639 0.34166  0.553
H 1.10177 -3.41229 -1.45882  0.790
H 2.96437 -0.23911 1.66144  0.379
H 1.53666 -1.19979 2.03359  0.133
H 3.02400 -2.00858 1.51883  0.572
C 0.43231 -1.43725 -3.50711  -0.306
C 0.25889 -1.27656 -4.88430  -0.930
C 0.94811 -0.25218 -5.53805  -0.607
C 1.81242 0.55624 -4.80585  -0.877
H -0.01590 -2.26294 -2.95059  0.387
H -0.39379 -1.96364 -5.41781  0.453
H 0.85232 -0.10544 -6.60946  0.459
H 2.47070 1.27080 -5.28623  0.425
N 1.18207 -0.57681 -2.77613  0.911
C 1.89460 0.40494 -3.40925  0.429
C 2.82099 1.18886 -2.58600  1.079
N 2.85666 0.91041 -1.24634  0.702
C 3.80558 1.48503 -0.46739  -0.111
C 4.62448 2.78265 -2.32213  -0.485
C 4.67443 2.45998 -0.96372  -0.995
H 3.84440 1.14102 0.56902  0.343
H 5.37850 2.93709 -0.28674  0.460
C 3.73342 2.10217 -3.14635  -1.016
H 3.75440 2.21328 -4.22232  0.388
H 5.29564 3.52089 -2.74905  0.461
Ti 1.47053 -0.67292 -0.59401  -0.527
C 3.12021 -2.16655 -0.78539  -0.981
H 4.02133 -1.63526 -0.43311  0.375
H 3.15804 -2.23327 -1.89032  0.341
H 3.09283 -3.17216 -0.34096  0.612
C -0.74243 2.80343 1.80848  -1.851
C -0.84624 1.40381 2.45107  1.893
C 0.54877 1.11531 3.02426  -1.484
C -1.85651 1.44111 3.61417  -2.065
P -1.34770 0.12095 1.15030  0.257
N -0.06584 -0.09993 0.18178  0.917
C -1.94466 -1.48523 1.93742  1.917
C -3.31899 -1.26868 2.62697  -1.912
C -2.15564 -2.67887 0.97056  -1.731
C -0.89338 -1.96496 2.95534  -1.528
C -2.66285 0.84437 0.02897  1.709
C -3.80025 1.48337 0.85155  -1.731
C -2.04127 1.89192 -0.91732  -1.585
C -3.21308 -0.26615 -0.88190  -1.860
H -0.32592 3.48659 2.56452  0.586
H -1.71223 3.20944 1.50299  0.333
H -0.04796 2.79212 0.95686  0.218
H 0.73256 1.84675 3.82928  0.592
H 0.63945 0.11831 3.45744  0.343
H 1.32685 1.22174 2.25796  -0.043
H -2.88196 1.64398 3.27928  0.333
H -1.82037 0.52150 4.21101  0.355
H -1.55667 2.27569 4.26447  0.566
H -4.12498 -1.13085 1.89117  0.327
H -3.52511 -2.19392 3.18713  0.581
H -3.32760 -0.44122 3.34246  0.336
H -1.20988 -3.15534 0.69823  0.380
H -2.77170 -3.41601 1.51103  0.527
H -2.67855 -2.42736 0.04577  0.272
H 0.03421 -2.26100 2.44149  0.044
H -0.66750 -1.21868 3.72764  0.249
H -1.31521 -2.85600 3.45062  0.595
H -3.47348 2.37334 1.40870  0.268
H -4.56632 1.80272 0.12707  0.535
H -4.28651 0.77270 1.53215  0.286
H -1.22466 1.44956 -1.49156  0.111
H -2.82887 2.21774 -1.60451  0.525
H -1.67642 2.78052 -0.40829  0.348
H -2.39621 -0.74571 -1.44139  0.201
H -3.79737 -1.01087 -0.32965  0.271
H -3.88866 0.20497 -1.60988  0.633

Atomic forces in eV per Å
0.6142 -2.0613 -0.6181
1.3721 -0.7735 0.9559
0.5581 0.7004 -0.0628
-0.0592 0.3637 -0.5837
0.0417 0.1253 0.5067
-0.0825 -0.1776 -0.4549
0.0790 -0.0114 -0.8294
-0.2486 0.5235 0.0006
0.2472 0.7905 -0.1703
0.0713 0.0066 0.4154
0.0701 -0.1765 0.3524
0.0611 -0.1432 0.8547
-0.0351 0.3882 -0.3615
0.1878 0.1723 0.0565
-0.0079 -0.0894 0.1404
-0.4153 -0.0463 -0.1282
0.3651 -0.0552 -0.6196
-0.8974 -1.0665 -0.8966
1.2375 0.7091 0.8819
0.3559 -0.0342 -0.4651
-0.3237 0.3007 -0.6462
-0.1430 -0.3416 0.2146
-0.2974 -0.2637 0.0800
0.0074 0.3414 -0.3996
-0.1020 -0.1097 -0.1934
-0.5494 -0.6078 0.4405
0.0550 0.3330 0.1960
-0.0366 -0.1013 0.1096
-4.5462 3.6074 1.3484
1.7711 -2.6874 0.5984
-0.8068 0.1499 0.1595
-0.8467 0.2818 0.4427
0.3504 0.5287 -0.4295
0.0221 0.0159 0.0929
-0.2266 -0.0694 0.0277
0.1292 -0.1060 0.0445
0.1384 0.3194 0.0769
-0.2497 0.5518 -0.3061
2.7780 -1.0993 -1.0044
-0.2412 0.0027 0.0342
0.1394 -0.1254 0.1619
0.0625 0.0931 -0.2429
-0.1998 0.0090 0.2141
0.0007 0.0623 0.3027
-0.3241 0.0575 -0.3863
-0.0924 0.0263 0.1069
-0.2536 0.1154 0.0524
-0.1182 -0.2202 -0.1684
0.3638 -0.0619 0.1013
-0.2256 0.0585 0.1815
0.0071 -0.2492 -0.3299
0.0502 0.2112 0.0268
-0.2184 0.0964 0.1903
0.3391 -0.1454 0.2187
-0.0730 0.3401 -0.1005
-0.1098 -0.2257 -0.0702
0.3057 -0.1495 0.3153
-0.0511 0.2942 -0.1432
-0.1367 -0.3162 -0.2801
-0.2701 0.0071 0.2462
0.2995 0.1738 -0.2231
0.1229 -0.1574 0.3161
-0.3458 0.0571 0.2798
-0.1256 -0.4008 -0.1808
0.2869 0.2733 -0.1224
-0.2171 -0.3902 -0.2456
0.1609 0.0205 0.2720
0.1955 0.3995 -0.2065
-0.0698 0.0792 -0.0351
0.1018 -0.0902 0.0168
-0.0428 -0.1520 -0.1564
-0.2561 -0.0017 0.1377
0.1270 0.2486 -0.2584
0.1695 -0.1283 0.1483

=====

Entry 2:
Entry from the Open Molecules 2025 dataset: a cluster of 2 separate species, C4H9IN in total in a non-equilibrium geometry (wB97M-V/def2-TZVPD).

The strongest force on any atom is 0.08049 Eh/bohr. Its total energy is -13872.958 eV. Its spin multiplicity is 1. For the energy relative to the best compared isomer or geometry (same formula, charge and spin), the calculation gives 477.0 kJ/mol. The net charge is +1.

Last column: natural (NBO) charge in e.
Geometry (Å):
C -0.60261 -0.42951 0.42106  -0.048
C -0.11103 0.50271 -0.57939  -0.030
C -1.97706 -0.66329 0.78699  -0.650
C 2.21330 1.48882 0.02957  -0.493
N -0.03202 -0.87815 -0.89886  -0.586
I 3.45849 -0.25057 0.14885  0.252
H 0.10477 -0.72253 1.22774  0.245
H -0.34136 1.39120 -1.08721  0.253
H -2.11801 -1.60333 1.35859  0.254
H -2.68805 -0.71850 -0.06751  0.238
H -2.16350 0.25111 1.40657  0.264
H 1.85609 2.06260 0.89339  0.212
H 2.19160 2.13500 -0.84346  0.203
H 0.90123 -1.35021 -1.14624  0.450
H -0.69186 -1.21534 -1.65010  0.437

Atomic forces in eV per Å
2.5844 -0.1784 0.3991
2.5678 0.6564 2.3865
-2.1740 -0.1255 0.2790
-1.6328 -1.0216 -0.3241
0.3377 -1.8137 -3.7053
-1.1218 1.5756 -0.0794
-0.2386 0.4558 -0.5759
-0.8561 0.3888 -0.9454
0.1750 0.7496 -0.0844
0.4665 0.4256 0.5031
-0.5780 -0.9810 -0.2513
0.4738 -0.8717 0.1842
0.5813 -0.5766 -0.2824
-0.9993 0.8899 1.3165
0.4144 0.4267 1.1798

=====

Entry 3:
Entry from the Open Molecules 2025 dataset: a structure of composition C4H12N2O in a non-equilibrium geometry (wB97M-V/def2-TZVPD).

The strongest force on any atom is 0.03865 Eh/bohr. Its total energy is -9366.884 eV. Its spin multiplicity is 1. For the energy relative to the best compared isomer or geometry (same formula, charge and spin), the calculation gives 415.8 kJ/mol.

Last column: natural (NBO) charge in e.
Geometry (Å):
C 2.36746 1.14645 0.24506  -0.242
O 1.15711 0.97357 -0.43778  -0.799
H -0.05621 0.88901 0.06760  0.438
H 3.21315 1.02599 -0.44664  0.163
H 2.49137 0.43564 1.07826  0.142
H 2.43376 2.16856 0.64465  0.164
C 0.48352 -1.81654 -0.08973  -0.672
C -1.17705 0.11981 -0.04652  -0.030
N -1.62477 -0.31920 1.24414  -0.839
N -2.19292 0.79097 -0.84116  -0.836
C -0.24206 -0.69028 -0.72599  0.126
H -2.44057 -0.91646 1.15692  0.366
H -1.85462 0.45359 1.85463  0.364
H -1.83944 1.04785 -1.75653  0.367
H -2.54407 1.61268 -0.36231  0.362
H -0.12599 -0.55879 -1.79366  0.215
H 0.59274 -1.66156 0.98171  0.248
H 1.46117 -1.96688 -0.54548  0.229
H -0.10258 -2.73442 -0.22715  0.233

Atomic forces in eV per Å
-0.1203 0.2710 -0.0641
-0.8374 0.2246 0.4597
1.9396 0.0412 -0.4323
-0.0876 -0.0623 0.0824
0.0092 0.0780 -0.0551
0.0904 -0.1344 0.0849
0.1007 0.0687 0.0339
-0.4802 -1.3020 -0.8303
0.2551 0.0789 0.0365
0.0912 -0.1323 0.0991
-1.0226 0.3767 0.6847
0.0096 0.1126 -0.0092
-0.0118 -0.0197 -0.0258
-0.0533 0.1592 0.1325
0.1536 0.0334 -0.1688
0.0273 0.0994 0.0223
-0.0437 0.0294 -0.0327
-0.0332 0.0109 -0.0016
0.0135 0.0667 -0.0161

=====

Entry 4:
Entry from the Open Molecules 2025 dataset: a structure of composition BrFe in a non-equilibrium geometry (wB97M-V/def2-TZVPD).

The strongest force on any atom is 0.07293 Eh/bohr. Its total energy is -104403.793 eV. Its spin multiplicity is 6. For the energy relative to the best compared isomer or geometry (same formula, charge and spin), the calculation gives 26.0 kJ/mol. The net charge is +2.

Last column: natural (NBO) charge in e.
Geometry (Å):
Fe -2.52442 -2.30711 -0.94692  1.647
Br -0.79214 -1.37273 -0.45151  0.353

Atomic forces in eV per Å
-3.2006 -1.7268 -0.9162
3.2006 1.7268 0.9162

=====

Entry 5:
Entry from the Open Molecules 2025 dataset: a cluster of 2 separate species, C4H8O in total in a non-equilibrium geometry (wB97M-V/def2-TZVPD).

The strongest force on any atom is 0.02372 Eh/bohr. Its total energy is -6322.898 eV. Its spin multiplicity is 1. For the energy relative to the best compared isomer or geometry (same formula, charge and spin), the calculation gives 219.0 kJ/mol. Its structure (SMILES) is C=CO.C=C.

Last column: natural (NBO) charge in e.
Geometry (Å):
C 1.62678 -2.73792 -0.35317  -0.513
C 0.81402 -3.07088 0.64451  0.140
O -0.01106 -4.14891 0.46036  -0.692
H 2.26871 -1.88191 -0.21167  0.205
H 1.36145 -3.10016 -1.33522  0.214
H 0.65204 -2.47588 1.53032  0.168
H -0.78324 -4.11845 1.04034  0.478
C -0.75229 3.00259 -0.12361  -0.383
C -1.22407 4.17783 -0.51493  -0.389
H -1.39210 2.21187 0.25946  0.193
H 0.31388 2.80854 -0.17571  0.190
H -2.29534 4.29431 -0.63475  0.191
H -0.57877 5.03897 -0.58594  0.197

Atomic forces in eV per Å
-0.7540 0.7708 0.5705
-0.3365 -0.1439 -0.9709
-0.4259 -0.0005 0.2885
0.1243 -0.0486 -0.2214
0.6838 -0.4159 -0.0804
0.3943 -0.2365 0.4493
0.3132 0.0774 -0.0348
0.2720 0.0465 -0.0903
-0.3957 -0.4159 0.5787
0.0235 -0.0730 -0.5696
-0.0016 0.0213 0.5246
0.0393 0.3744 0.2676
0.0633 0.0438 -0.7118

=====

Entry 6:
Entry from the Open Molecules 2025 dataset: a cluster of 2 separate species, C5H10O in total (wB97M-V/def2-TZVPD).

The strongest force on any atom is 0.01000 Eh/bohr. Its total energy is -7392.980 eV. Its spin multiplicity is 1. For the energy relative to the best compared isomer or geometry (same formula, charge and spin), the calculation gives 172.3 kJ/mol. Its structure (SMILES) is C=CCC.C=O.

Last column: natural (NBO) charge in e.
Geometry (Å):
C 0.36951 -1.33021 1.19075  -0.399
C -0.22462 -1.12269 0.01622  -0.182
C -1.47382 -0.29262 -0.20597  -0.450
C -1.25914 1.22435 -0.09153  -0.596
H 1.27487 -1.93099 1.26315  0.210
H -0.01446 -0.90044 2.11613  0.191
H 0.21837 -1.58159 -0.86870  0.202
H -1.87974 -0.50798 -1.20220  0.208
H -2.24675 -0.59651 0.51282  0.213
H -0.51225 1.59566 -0.80469  0.196
H -0.92405 1.50658 0.91241  0.205
H -2.19261 1.76243 -0.29433  0.213
C 2.20854 0.53628 -0.62910  0.284
O 3.16368 -0.18963 -0.72935  -0.512
H 1.50789 0.71368 -1.47201  0.104
H 1.96621 1.08472 0.30230  0.114

Atomic forces in eV per Å
-0.1095 0.0661 -0.1986
0.0352 -0.0216 0.1394
-0.0875 -0.0120 -0.0166
0.0374 0.1162 0.0301
-0.1918 0.1544 -0.0129
0.0078 -0.0945 -0.1570
-0.0580 0.0712 0.1242
0.0795 -0.0357 0.1875
0.1581 0.0648 -0.0986
-0.1445 -0.1498 0.1002
-0.0332 -0.0878 -0.1216
0.1469 -0.1138 0.0511
0.2877 -0.1189 -0.0464
-0.3910 0.3324 0.0302
0.1508 -0.0832 0.0674
0.1121 -0.0879 -0.0784

=====

Copy entry 3 word for word.
Entry from the Open Molecules 2025 dataset: a structure of composition C4H12N2O in a non-equilibrium geometry (wB97M-V/def2-TZVPD).

The strongest force on any atom is 0.03865 Eh/bohr. Its total energy is -9366.884 eV. Its spin multiplicity is 1. For the energy relative to the best compared isomer or geometry (same formula, charge and spin), the calculation gives 415.8 kJ/mol.

Last column: natural (NBO) charge in e.
Geometry (Å):
C 2.36746 1.14645 0.24506  -0.242
O 1.15711 0.97357 -0.43778  -0.799
H -0.05621 0.88901 0.06760  0.438
H 3.21315 1.02599 -0.44664  0.163
H 2.49137 0.43564 1.07826  0.142
H 2.43376 2.16856 0.64465  0.164
C 0.48352 -1.81654 -0.08973  -0.672
C -1.17705 0.11981 -0.04652  -0.030
N -1.62477 -0.31920 1.24414  -0.839
N -2.19292 0.79097 -0.84116  -0.836
C -0.24206 -0.69028 -0.72599  0.126
H -2.44057 -0.91646 1.15692  0.366
H -1.85462 0.45359 1.85463  0.364
H -1.83944 1.04785 -1.75653  0.367
H -2.54407 1.61268 -0.36231  0.362
H -0.12599 -0.55879 -1.79366  0.215
H 0.59274 -1.66156 0.98171  0.248
H 1.46117 -1.96688 -0.54548  0.229
H -0.10258 -2.73442 -0.22715  0.233

Atomic forces in eV per Å
-0.1203 0.2710 -0.0641
-0.8374 0.2246 0.4597
1.9396 0.0412 -0.4323
-0.0876 -0.0623 0.0824
0.0092 0.0780 -0.0551
0.0904 -0.1344 0.0849
0.1007 0.0687 0.0339
-0.4802 -1.3020 -0.8303
0.2551 0.0789 0.0365
0.0912 -0.1323 0.0991
-1.0226 0.3767 0.6847
0.0096 0.1126 -0.0092
-0.0118 -0.0197 -0.0258
-0.0533 0.1592 0.1325
0.1536 0.0334 -0.1688
0.0273 0.0994 0.0223
-0.0437 0.0294 -0.0327
-0.0332 0.0109 -0.0016
0.0135 0.0667 -0.0161

=====

Look up the strongest force on any atom of the first one.
0.11587 Eh/bohr

=====

Among the records above, which one has the lowest energy relative to the best compared isomer or geometry (same formula, charge and spin)?
C25H44N3PTi

=====

What is the formula in the fourth record?
BrFe